Entry 1:
44
Properties=species:S:1:pos:R:3:mulliken_charge:R:1 method="wB97M-V/def2-TZVPD" homo_energy_ev=-5.427 orbital_gap_ev=7.64 multiplicity=1 charge=-1 de_lowest_kcal_mol=32.4
C 1.48878 0.25668 0.41341 -0.78
C 0.16377 -0.46805 0.18598 0.45
O -1.01746 0.29959 0.19306 0.27
H 2.25561 -0.53046 0.44038 0.44
H 1.52866 0.94426 1.25177 0.10
H 1.82333 0.75994 -0.49736 0.03
H -0.02427 -1.25246 0.93849 -0.11
H 0.23839 -1.02822 -0.76386 -0.42
O 4.53994 1.40344 -0.70415 -0.61
H 4.96223 0.56716 -0.48174 0.31
H 4.01996 1.21212 -1.48899 0.29
O -1.15131 0.80624 3.76380 -0.64
H -0.92228 0.52835 2.86481 0.29
H -2.09322 0.63966 3.83427 0.29
O 0.35336 2.67865 -1.52278 -0.68
H 0.85328 2.12851 -2.13690 0.26
H -0.17069 2.03767 -1.00902 0.26
O -3.26778 -1.32404 -0.73788 -0.65
H -2.48836 -0.95349 -0.27586 0.12
H -3.23965 -2.26395 -0.54059 0.29
O -2.48179 -1.64351 2.14270 -0.67
H -2.08472 -1.00863 1.51233 0.23
H -3.07104 -1.10653 2.67753 0.20
O -1.73905 2.80572 1.32798 -0.68
H -2.18342 3.27843 0.61725 0.30
H -1.42120 1.98257 0.90216 0.23
O -0.21269 -4.09125 0.87304 -0.63
H -1.12197 -3.80746 0.72010 0.31
H -0.26623 -4.70689 1.61110 0.31
O 1.84141 3.94904 0.72190 -0.64
H 1.64057 3.33131 -0.00135 0.38
H 2.24409 3.40324 1.40297 0.29
O -2.50804 1.71580 -1.79630 -0.69
H -2.09778 1.12786 -1.12744 0.24
H -2.93936 1.11742 -2.41291 0.30
O 1.28395 0.85281 -3.74133 -0.60
H 1.12001 0.13437 -4.36143 0.29
H 2.22516 0.80290 -3.54587 0.29
O 2.13328 -2.91054 2.35165 -0.64
H 1.35913 -2.91990 1.76962 0.34
H 1.82714 -3.31108 3.16987 0.30
O -0.75395 -1.82138 -3.11692 -0.68
H 0.03879 -2.36531 -3.08556 0.29
H -0.68462 -1.25063 -2.33796 0.42

=====

Entry 2:
87
Properties=species:S:1:pos:R:3:mulliken_charge:R:1 method="wB97M-V/def2-TZVPD" homo_energy_ev=-10.319 smiles="C[C@H]1COC(=O)O1.C[C@H]1COC(=O)O1.C[C@H]1COC(=O)O1.COC(=O)OC.COC(=O)OC.COC(=O)OC.CCCC#N" orbital_gap_ev=10.62 multiplicity=1 de_lowest_kcal_mol=86.3
C -11.15000 -19.57700 14.34900 -1.50
C -12.16200 -19.58000 13.27200 0.85
C -12.56000 -20.95000 12.72000 -0.53
O -13.93600 -21.14600 13.02800 -0.36
C -14.40400 -20.02500 13.70200 0.46
O -15.53800 -19.87800 14.09300 -0.55
O -13.41700 -19.08600 13.77700 -0.07
H -11.68500 -19.91900 15.24100 0.41
H -10.82700 -18.60200 14.65600 0.17
H -10.32400 -20.23500 14.19400 0.59
H -11.86900 -18.94600 12.38600 0.01
H -11.97700 -21.75500 13.15100 0.27
H -12.46100 -20.94700 11.65400 0.33
C -13.26600 -17.07200 16.63800 -1.17
C -13.51600 -15.66800 17.23800 1.68
C -14.91800 -15.02100 16.96100 0.03
O -15.33700 -14.65600 18.24200 -0.33
C -14.56100 -15.16300 19.17500 0.37
O -14.79400 -15.01000 20.34100 -0.65
O -13.48900 -15.78300 18.62900 -0.22
H -14.00200 -17.81000 16.93400 0.70
H -12.28900 -17.43400 16.89600 -0.20
H -13.21700 -17.10000 15.55400 -0.06
H -12.85700 -14.89900 16.92700 -0.25
H -15.76700 -15.56000 16.45800 0.08
H -14.68800 -14.08100 16.41800 -0.14
C -18.16700 -12.73800 16.83700 -1.33
C -17.30100 -11.99200 15.82400 1.07
C -18.01800 -10.76200 15.09800 -0.46
O -17.08400 -9.74300 15.26200 -0.37
C -16.17800 -10.10700 16.17000 0.44
O -15.29700 -9.33900 16.61300 -0.64
O -16.31500 -11.32700 16.57000 0.17
H -18.34700 -12.17000 17.78800 0.33
H -17.61800 -13.60400 17.12200 0.14
H -19.11900 -13.07400 16.42400 0.42
H -16.90800 -12.64400 15.00900 -0.36
H -18.89300 -10.46700 15.67800 0.30
H -18.29200 -11.06000 14.07800 0.36
C -15.99400 -16.49200 13.26600 -0.72
O -15.50100 -15.35800 13.97300 0.02
C -14.91000 -14.30400 13.37600 0.52
O -14.56300 -14.30800 12.02400 -0.70
O -14.66100 -13.24500 14.15200 0.05
C -13.59500 -12.35000 13.77000 -0.58
H -17.03000 -16.64500 13.60300 0.33
H -15.51500 -17.42700 13.51700 0.00
H -15.95600 -16.47100 12.16700 0.42
H -14.12100 -11.68900 13.08300 0.30
H -12.73500 -12.81000 13.31300 0.17
H -13.29600 -11.89500 14.71000 0.20
C -11.87800 -16.09300 12.72700 -0.84
O -11.45200 -16.29400 14.03800 -0.06
C -10.98000 -15.39900 14.83700 0.77
O -10.99200 -13.99700 14.64700 -0.70
O -10.39000 -15.93200 15.88400 -0.13
C -9.74100 -15.06600 16.83500 -0.81
H -11.25400 -16.66600 12.00300 0.24
H -11.74900 -15.04100 12.50700 0.46
H -12.94100 -16.39400 12.65100 0.19
H -8.89800 -14.50100 16.39700 0.36
H -9.39000 -15.70400 17.58700 0.25
H -10.36800 -14.30200 17.27200 0.24
C -9.26800 -20.26000 17.38500 -0.72
O -10.30700 -19.35800 17.67700 -0.13
C -10.17200 -18.49400 18.68400 0.61
O -8.89800 -18.31900 19.24100 -0.64
O -11.29600 -17.74800 19.03500 -0.17
C -11.09500 -16.66600 19.94100 -0.69
H -8.37800 -19.74900 17.05600 0.32
H -9.65700 -20.92300 16.57800 0.18
H -9.11000 -20.89400 18.28500 0.35
H -10.88400 -15.73300 19.44300 0.18
H -10.28600 -16.77200 20.69400 0.38
H -11.95600 -16.52300 20.62300 0.30
C -15.03100 -10.03100 21.18400 -1.26
C -14.39400 -10.25300 19.82700 -0.67
C -14.41400 -11.74300 19.33800 0.03
C -13.49100 -11.82000 18.17800 0.20
N -12.81500 -11.94600 17.20900 -0.64
H -16.08100 -10.22000 21.11500 0.34
H -14.72700 -9.01900 21.51800 0.37
H -14.46000 -10.72300 21.82400 0.29
H -13.38100 -9.99000 19.93700 0.46
H -14.87200 -9.66800 19.04200 0.28
H -15.42400 -12.19000 19.03800 0.07
H -14.02300 -12.30300 20.19500 0.56

=====

Entry 3:
45
Properties=species:S:1:pos:R:3:mulliken_spin:R:1 method="wB97M-V/def2-TZVPD" homo_energy_ev="-7.694 / -7.680" orbital_gap_ev="8.09 / 6.00" multiplicity=2 s_squared=0.758 de_lowest_kcal_mol=0.0
Hg 0.06502 1.46933 -0.01084 0.04
Br 1.49960 2.85796 2.93263 0.12
C -0.09476 2.94610 1.94405 0.70
Br -2.04238 2.58361 -0.88741 0.10
H -0.24424 3.90730 1.47391 -0.01
H -0.93587 2.50496 2.46125 0.00
C -3.54696 -3.59719 3.54170 0.00
O -3.62649 -3.95168 2.17048 0.00
C -2.90369 -3.21922 1.29199 0.00
C -3.01961 -3.61147 -0.05458 0.00
C -2.32535 -2.91675 -0.99800 0.00
C -1.47720 -1.81948 -0.69958 0.00
C -0.74210 -1.16653 -1.76966 0.00
C -0.99706 -1.49419 -3.22416 0.00
O 0.11795 -0.29128 -1.59004 0.00
C -1.37508 -1.41743 0.67714 -0.01
O -0.65872 -0.43448 1.12053 0.02
C -2.10699 -2.15608 1.64429 0.00
H -4.17056 -4.30816 4.07494 0.00
H -3.92220 -2.58576 3.70927 0.00
H -2.52095 -3.66589 3.90832 0.00
H -3.65405 -4.44908 -0.30910 0.00
H -2.42861 -3.24244 -2.02122 0.00
H -1.51159 -2.42660 -3.41798 0.00
H -0.04188 -1.48665 -3.74539 0.00
H -1.59649 -0.67497 -3.62762 0.00
H -2.01728 -1.81579 2.66521 0.00
N 1.92449 -1.10967 1.69196 0.00
C 2.70106 -0.36013 0.88471 0.00
N 2.31282 0.76748 0.35013 0.03
C 3.31253 1.34656 -0.41566 0.01
C 4.47655 0.66770 -0.43719 0.00
S 4.33670 -0.78341 0.48881 0.00
C 3.02523 2.61125 -1.11102 0.00
C 3.90698 3.38731 -1.77535 0.00
S 3.09360 4.74518 -2.46595 0.00
C 1.60044 4.17687 -1.77885 0.00
N 1.72350 3.07219 -1.10351 0.01
N 0.43454 4.85185 -1.91200 0.00
H 0.91284 -0.91997 1.62382 0.00
H 2.20212 -2.05927 1.86780 0.00
H 5.38982 0.90770 -0.95647 0.00
H 4.96841 3.25123 -1.90476 0.00
H 0.37080 5.57536 -2.60476 0.00
H -0.41488 4.33363 -1.70183 0.00

=====

Entry 4:
112
Properties=species:S:1:pos:R:3:mulliken_charge:R:1 method="wB97M-V/def2-TZVPD" homo_energy_ev=-8.138 orbital_gap_ev=7.86 multiplicity=1 de_lowest_kcal_mol=286.8
C -0.26473 -4.18128 -4.20684 0.67
O 0.97466 -4.29765 -4.57143 -0.79
N -1.31644 -4.52412 -4.89097 -0.32
N -0.55956 -3.98576 -2.94172 -0.20
H -1.19851 -4.97416 -5.78745 0.27
H -2.19711 -4.66280 -4.41633 0.17
H 0.09918 -3.79861 -2.19933 0.04
H -1.55821 -3.93019 -2.80138 0.13
C 2.08428 -1.30020 -3.59133 0.06
O 1.68982 -0.71281 -2.62459 -0.49
N 1.62496 -1.29038 -4.77808 -0.16
N 2.79009 -2.39802 -3.45152 -0.33
H 2.13270 -1.69445 -5.55206 0.22
H 0.90140 -0.64811 -5.06798 0.22
H 3.78721 -2.23841 -3.47051 0.16
H 2.50779 -3.19271 -4.00729 0.29
C -3.35801 -0.37482 -4.28514 0.69
O -4.36231 0.36859 -4.43044 -0.71
N -2.94439 -1.29049 -5.16871 -0.33
N -2.46798 -0.25696 -3.39634 -0.01
H -3.47724 -1.51742 -5.99616 0.24
H -1.95908 -1.51244 -5.16679 0.06
H -2.64642 0.44980 -2.69723 0.17
H -1.64556 -0.84246 -3.42671 0.04
C -2.86432 2.03509 -1.05969 -0.21
O -3.22116 1.33008 -0.15691 -0.56
N -1.61239 2.22374 -1.31631 0.51
N -3.67613 2.70994 -1.80921 -0.26
H -0.90855 1.90742 -0.66465 -0.52
H -1.40544 2.95493 -1.98161 0.14
H -4.66808 2.73723 -1.62108 0.28
H -3.32817 2.94454 -2.72790 0.19
C -4.27498 -2.25495 0.66226 0.41
O -5.25765 -2.53611 0.01217 -0.76
N -3.84400 -1.05948 0.93404 0.02
N -3.38102 -3.11709 0.82356 -0.19
H -4.15708 -0.19738 0.51111 0.27
H -2.89912 -0.93971 1.27012 -0.17
H -3.52654 -4.11382 0.74973 0.17
H -2.47599 -2.67801 0.91426 0.12
C 3.92783 -2.01077 0.03759 0.55
O 4.89705 -2.23075 -0.61680 -0.75
N 2.91851 -1.39411 -0.30444 0.44
N 3.77970 -2.37921 1.26608 -0.40
H 2.12188 -1.32816 0.31291 -0.11
H 2.87850 -1.20783 -1.29631 -0.16
H 2.85141 -2.34241 1.66235 0.12
H 4.52764 -3.01068 1.51497 0.26
C -1.21718 -0.49460 5.43350 0.17
O -2.17232 0.30475 5.49649 -0.77
N -0.42210 -0.82943 6.40993 -0.32
N -0.71495 -0.97637 4.35974 0.37
H -0.80160 -0.65753 7.33000 0.26
H 0.27661 -1.54155 6.25244 0.17
H 0.15441 -1.43661 4.58884 0.27
H -0.74118 -0.61412 3.41730 -0.39
C 0.10813 -4.32834 1.65864 0.52
O 0.69997 -3.29307 1.45602 -0.39
N -0.51533 -4.57256 2.79282 -0.45
N -0.01732 -5.27914 0.81677 -0.40
H -1.23743 -5.27861 2.78025 0.17
H -0.36331 -3.82538 3.45518 0.21
H 0.24442 -5.01530 -0.12237 0.19
H -0.63182 -6.06766 0.96069 0.19
C 0.28504 4.69609 0.22592 0.51
O 0.59638 3.87101 1.02504 -0.48
N -0.42085 5.79957 0.33809 -0.45
N 0.67345 4.64866 -0.97962 -0.14
H -0.55292 6.11486 1.28849 0.26
H -0.77762 6.41732 -0.37689 0.14
H 0.23775 5.28125 -1.63543 0.18
H 1.21713 3.85992 -1.29962 0.06
C 2.95590 2.29668 -2.87475 0.42
O 1.98499 2.43526 -2.16017 -0.57
N 4.19723 2.08529 -2.47872 -0.24
N 2.93624 2.36965 -4.18982 -0.45
H 5.02986 1.97627 -3.03992 0.20
H 4.20743 1.85729 -1.49484 -0.01
H 3.75898 2.11354 -4.71669 0.19
H 2.01155 2.24281 -4.57579 0.26
C 4.65756 2.97618 0.94798 0.59
O 5.47126 2.97863 0.05577 -0.77
N 3.42196 3.16353 0.75430 -0.10
N 4.81874 2.64409 2.14413 -0.30
H 3.25027 3.02883 -0.23185 -0.13
H 2.70965 3.37072 1.43970 0.24
H 5.73473 2.42091 2.50642 0.18
H 3.96169 2.71327 2.67401 0.49
C 1.45532 2.17993 3.91997 0.38
O 2.51811 2.43597 3.52138 -0.75
N 1.31454 1.47747 5.00825 -0.32
N 0.24954 2.59062 3.56400 -0.29
H 0.40138 1.33365 5.41513 0.15
H 2.14643 1.18061 5.49808 0.21
H -0.47251 1.95033 3.86195 0.23
H 0.22870 3.16356 2.73248 0.47
C -3.76721 2.15381 3.02794 0.37
O -4.51776 2.63755 2.16867 -0.75
N -2.57651 1.76402 2.68171 0.04
N -4.10292 2.04068 4.26964 -0.24
H -2.23673 1.08836 3.35114 0.06
H -2.37452 1.74245 1.69235 -0.23
H -4.93496 2.47799 4.63920 0.23
H -3.51393 1.52110 4.90464 0.29
C -0.21954 -0.27570 0.60450 -0.11
O -1.01687 -0.44233 1.52653 0.79
N -0.33844 -1.13960 -0.40098 1.00
N 0.64721 0.58008 0.38503 1.00
H 0.25725 -0.90512 -1.18218 -0.44
H -0.92415 -1.96237 -0.41136 -0.12
H 1.03801 0.46319 -0.53894 -0.44
H 0.68600 1.25084 1.13914 -0.88